Arrangement i

Computed, not measured: a molecular structure, C3H5N3O2S, with ωB97M-V with the def2-TZVPD basis set.

Positions of all 14 atoms, in Å:
C  -0.70506  0.72821  -0.28500
C  0.86679  -0.37353  -0.39239
C  0.71038  1.15698  -0.22207
N  -0.62119  -0.53342  -0.50682
N  -3.08328  -1.00013  1.02944
N  -3.76554  -0.63450  0.10601
O  -3.37921  0.63084  -0.49630
O  -4.76119  -1.08149  -0.43862
S  -2.16447  1.70397  -0.14389
H  1.30127  -0.55802  -1.47932
H  1.51882  -0.89420  0.31607
H  1.04683  1.72149  0.62032
H  1.06046  1.55882  -1.15176
H  -3.13054  -1.99247  1.23976

Its HOMO-LUMO gap is 0.3482 Ha.

Calculated atomic charges, method Löwdin, unit e: atom 1 (C): -0.68, atom 2 (C): -0.19, atom 3 (C): -0.14, atom 4 (N): 0.08, atom 5 (N): 0.17, atom 6 (N): -0.42, atom 7 (O): -0.45, atom 8 (O): 0.05, atom 9 (S): 1.03, atom 10 (H): 0.14, atom 11 (H): 0.10, atom 12 (H): 0.10, atom 13 (H): 0.10, atom 14 (H): 0.11

---

Arrangement ii

Computed, not measured: a single C3H5N3O2S molecule, with ωB97M-V with the def2-TZVPD basis set.

Positions of all 14 atoms, in Å:
C  0.06659  1.49266  0.02939
C  1.41962  1.32878  -0.01415
C  -0.54585  0.28626  0.15259
N  1.67760  0.00381  0.04282
N  0.49945  -0.74661  0.20151
N  0.46337  -2.04483  0.23373
O  -2.32989  -1.32622  -0.55699
O  -2.86610  1.10401  -0.32124
S  -2.33788  0.02111  0.42031
H  -0.52316  2.44551  0.25756
H  2.23858  2.10904  -0.08446
H  2.55826  -0.48125  0.06028
H  -1.69170  -1.87756  -0.31497
H  1.37110  -2.31471  -0.10638

Its HOMO-LUMO gap (spin up / spin down) is 0.2935 / 0.2934 Ha.

Calculated atomic charges, method Löwdin, unit e: atom 1 (C): -0.12, atom 2 (C): -0.13, atom 3 (C): -0.29, atom 4 (N): 0.08, atom 5 (N): -0.21, atom 6 (N): 0.03, atom 7 (O): -0.25, atom 8 (O): -0.43, atom 9 (S): 0.93, atom 10 (H): 0.15, atom 11 (H): 0.14, atom 12 (H): 0.16, atom 13 (H): -0.08, atom 14 (H): 0.02

---

Which of them is the least stable? Correct choice: arrangement i.

---

Arrangement i

Computed, not measured: a single C12H21N7O3 molecule, with ωB97M-V with the def2-TZVPD basis set.

Positions of all 43 atoms, in Å:
C  -1.26436  -0.26674  -2.82964
C  -1.65476  -1.46734  -1.98298
C  -2.09709  0.97269  -2.45075
C  -1.74637  1.45435  -1.07678
C  -0.92990  2.41212  -0.66951
C  -1.78666  1.47064  1.10009
C  0.55534  -1.40665  -0.62091
C  1.68856  -1.90815  -1.49135
C  0.74901  -1.68623  0.88447
C  2.06018  -1.17199  1.49012
C  2.30042  0.36339  1.37804
C  1.06797  1.38215  3.21566
H  -1.50308  0.20099  -4.84395
H  -2.47918  -0.97223  -4.35328
H  -0.19602  0.00853  -2.79089
H  -1.81707  1.70409  -3.24499
H  -3.15156  0.64627  -2.49718
H  -0.36084  3.12492  -1.25293
H  -2.05168  1.15957  2.11990
H  -0.40054  2.99371  1.35344
H  -1.24353  -2.63357  -0.43184
H  0.44276  -0.34591  -0.78875
H  0.78286  -2.78471  1.03613
H  -0.11408  -1.26754  1.41820
H  2.10625  -1.52903  2.52399
H  2.94531  -1.61437  1.02762
H  3.30881  0.43586  0.93695
H  1.61508  0.83361  0.62890
H  2.76314  1.95854  2.51096
H  -0.20602  2.52144  3.87058
H  -0.13117  0.64330  4.61147
H  1.12005  -0.33404  4.25252
H  0.35148  -3.02265  -2.30025
N  -1.52702  -0.64174  -4.26516
N  -2.29757  0.85314  0.06665
N  -0.91493  2.40467  0.73224
N  -0.75521  -2.00624  -1.06576
N  2.27810  1.06736  2.62924
N  0.61616  2.59254  3.24592
N  0.44785  0.31226  3.83381
O  -2.68083  -2.10970  -2.15259
O  2.80451  -1.49267  -1.42782
O  1.30561  -2.85465  -2.32959

Its HOMO-LUMO gap is 0.3490 Ha.

Calculated atomic charges, method Löwdin, unit e: atom 1 (C): -0.30, atom 2 (C): -0.43, atom 3 (C): -0.09, atom 4 (C): -0.31, atom 5 (C): -0.06, atom 6 (C): -0.23, atom 7 (C): -0.20, atom 8 (C): -0.51, atom 9 (C): -0.13, atom 10 (C): -0.18, atom 11 (C): -0.19, atom 12 (C): -0.58, atom 13 (H): 0.07, atom 14 (H): 0.06, atom 15 (H): 0.14, atom 16 (H): 0.13, atom 17 (H): 0.13, atom 18 (H): 0.12, atom 19 (H): 0.12, atom 20 (H): 0.09, atom 21 (H): 0.15, atom 22 (H): 0.12, atom 23 (H): 0.13, atom 24 (H): 0.11, atom 25 (H): 0.10, atom 26 (H): 0.10, atom 27 (H): 0.13, atom 28 (H): 0.12, atom 29 (H): 0.13, atom 30 (H): 0.05, atom 31 (H): 0.10, atom 32 (H): 0.10, atom 33 (H): 0.11, atom 34 (N): 0.05, atom 35 (N): 0.11, atom 36 (N): 0.07, atom 37 (N): 0.09, atom 38 (N): 0.01, atom 39 (N): 0.10, atom 40 (N): 0.13, atom 41 (O): 0.07, atom 42 (O): 0.13, atom 43 (O): 0.14

---

Arrangement ii

Computed, not measured: a single C12H21N7O3 molecule, with ωB97M-V with the def2-TZVPD basis set.

Positions of all 43 atoms, in Å:
C  0.57213  -2.43724  -0.24536
C  -0.16432  -1.54869  0.68774
C  1.96584  -2.00472  -0.60937
C  2.03241  -0.85310  -1.58688
C  1.56228  0.49005  -1.02676
C  2.94720  0.77538  0.91771
C  -2.39189  -0.68599  1.20245
C  -3.79903  -0.91310  0.56734
C  -2.15588  0.81017  1.53047
C  -1.83483  1.78617  0.38732
C  -1.00898  2.85278  0.43475
C  -1.86011  2.67295  -1.53948
H  0.17184  -3.56900  -1.99408
H  -0.36448  -2.08668  -2.07282
H  0.65762  -3.36868  0.29817
H  2.51775  -1.74805  0.29302
H  2.42073  -2.84431  -1.12726
H  3.16858  -0.76801  -1.82784
H  1.66129  -0.97597  -2.58467
H  2.08221  1.28167  -1.48518
H  0.50701  0.55886  -1.15964
H  0.97911  0.52309  1.02539
H  4.01360  0.91245  -0.66332
H  3.66262  0.71965  2.89306
H  1.98930  0.28673  2.66906
H  -1.68835  -1.89885  -0.45973
H  -2.38498  -1.22651  2.16580
H  -3.01211  1.25610  2.04149
H  -1.28787  0.98623  2.14322
H  -0.59804  3.31428  1.35269
H  -1.93610  2.89593  -2.58455
H  -0.38578  4.12391  -1.15263
H  -3.31527  0.27294  -0.93362
N  -0.30509  -2.84586  -1.39870
N  1.73818  0.68723  0.36355
N  4.07535  0.88534  0.34166
N  2.79623  0.76961  2.29521
N  -1.45275  -1.32920  0.31701
N  -2.29936  1.63626  -0.84426
N  -0.95403  3.38751  -0.79282
O  0.39978  -0.92838  1.62135
O  -4.62769  -1.56909  1.09122
O  -4.09411  -0.28385  -0.55068

Its HOMO-LUMO gap is 0.3175 Ha.

Calculated atomic charges, method Löwdin, unit e: atom 1 (C): -0.29, atom 2 (C): -0.38, atom 3 (C): -0.15, atom 4 (C): -0.18, atom 5 (C): -0.20, atom 6 (C): -0.63, atom 7 (C): -0.18, atom 8 (C): -0.54, atom 9 (C): -0.04, atom 10 (C): -0.31, atom 11 (C): -0.09, atom 12 (C): -0.13, atom 13 (H): 0.11, atom 14 (H): 0.07, atom 15 (H): 0.15, atom 16 (H): 0.12, atom 17 (H): 0.12, atom 18 (H): 0.13, atom 19 (H): 0.09, atom 20 (H): 0.10, atom 21 (H): 0.10, atom 22 (H): 0.08, atom 23 (H): 0.01, atom 24 (H): 0.12, atom 25 (H): 0.07, atom 26 (H): 0.10, atom 27 (H): 0.16, atom 28 (H): 0.13, atom 29 (H): 0.10, atom 30 (H): 0.15, atom 31 (H): 0.12, atom 32 (H): 0.15, atom 33 (H): 0.09, atom 34 (N): 0.04, atom 35 (N): 0.01, atom 36 (N): 0.11, atom 37 (N): 0.11, atom 38 (N): 0.14, atom 39 (N): 0.09, atom 40 (N): 0.08, atom 41 (O): 0.00, atom 42 (O): 0.13, atom 43 (O): 0.09

---

Which of them is the least stable? Correct choice: arrangement ii.

---

Arrangement i

Computed, not measured: a single C4H5ClS molecule, with ωB97M-V with the def2-TZVPD basis set.

Positions of all 11 atoms, in Å:
C  -1.01889  0.46022  -0.07769
C  -0.22280  1.24535  -0.84900
C  1.17926  -0.38293  0.46211
C  -0.33427  -0.82089  0.22320
H  -0.38119  2.04161  -1.50976
H  1.80240  -1.26726  0.61915
H  1.34760  0.24040  1.43154
H  -0.37618  -1.53702  -0.52596
H  -0.70228  -1.42091  1.04230
S  1.49678  0.73218  -0.94947
Cl  -2.79043  0.70924  0.13357

Its HOMO-LUMO gap is 0.3346 Ha.

Calculated atomic charges, method Löwdin, unit e: atom 1 (C): -0.71, atom 2 (C): -0.41, atom 3 (C): -0.45, atom 4 (C): -0.27, atom 5 (H): 0.04, atom 6 (H): 0.07, atom 7 (H): 0.11, atom 8 (H): 0.09, atom 9 (H): 0.10, atom 10 (S): 0.85, atom 11 (Cl): 0.58

---

Arrangement ii

Computed, not measured: a single C4H5ClS molecule, with ωB97M-V with the def2-TZVPD basis set.

Positions of all 11 atoms, in Å:
C  -0.20737  -0.75439  0.44052
C  0.67849  -1.56502  1.01596
C  0.08515  0.69538  0.57557
C  1.40771  1.27737  0.67468
H  0.71717  -2.61544  0.83761
H  1.55427  -1.19882  1.65263
H  -0.71973  1.18228  1.12922
H  1.43156  2.17951  1.29840
H  2.13557  0.50691  0.70892
S  0.63297  1.63122  -0.89854
Cl  -1.59001  -1.41612  -0.44062

Its HOMO-LUMO gap is 0.3624 Ha.

Calculated atomic charges, method Löwdin, unit e: atom 1 (C): -0.74, atom 2 (C): -0.02, atom 3 (C): -0.64, atom 4 (C): -0.46, atom 5 (H): 0.05, atom 6 (H): 0.10, atom 7 (H): 0.11, atom 8 (H): 0.09, atom 9 (H): 0.06, atom 10 (S): 0.83, atom 11 (Cl): 0.63

---

Which of them is the least stable? Correct choice: arrangement ii.